Here is one molecule with the formula C4H7NO from the Open Molecules 2025 dataset. Energies are from wB97M-V/def2-TZVPD.

```
! RIJCOSX wB97M-V def2-TZVPD def2/J DEFGRID3
* xyz 0 1
O -2.55059 -1.30695 -0.34006
N -1.22682 0.53118 -0.67255
C 0.37803 0.03770 0.92959
C -1.45198 -0.82606 -0.48941
C -0.10956 1.16950 0.05864
C 1.61203 -0.58788 0.41854
H 2.34055 -0.15311 1.12871
H -0.53836 1.94674 0.70394
H -2.11288 1.01337 -0.56867
H 0.61784 1.64105 -0.62409
H 1.95329 -0.34813 -0.60235
H 1.62671 -1.66805 0.60939
H -0.53828 -1.44936 -0.55169
*
```

Properties
- E_LUMO: -0.377 eV
- ΔE to the lowest compared entry with this formula, charge and spin: 105.4 kcal/mol

Here is one molecule with the formula C4H7NO from the Open Molecules 2025 dataset. Energies are from wB97M-V/def2-TZVPD.

```
! RIJCOSX wB97M-V def2-TZVPD def2/J DEFGRID3
* xyz 0 1
O -2.64623 -0.39847 1.36192
N 0.45581 0.16321 -0.33975
C 1.57595 -0.10185 0.35518
C -1.48381 -0.48026 1.05420
C 0.44373 -0.11000 -1.64552
C -0.73985 0.64565 0.35778
H 1.95655 0.61639 1.06822
H -0.41482 1.35563 1.12852
H 2.17498 -0.92806 0.00218
H -1.41162 1.16478 -0.33135
H -0.87188 -1.37525 1.27822
H 1.37947 0.00611 -2.17083
H -0.41828 -0.55788 -2.11877
*
```

Properties
- E_LUMO (alpha / beta): 0.487 / 0.495 eV
- ΔE to the lowest compared entry with this formula, charge and spin: 90.9 kcal/mol

Here is one molecule with the formula C4H7NO from the Open Molecules 2025 dataset. Energies are from wB97M-V/def2-TZVPD.

```
! RIJCOSX wB97M-V def2-TZVPD def2/J DEFGRID3
* xyz 0 1
O 2.15176 1.77668 -0.69508
N -0.77787 -0.69608 1.34774
C -0.95767 -0.21045 -0.02867
C 1.22612 0.78434 -0.67436
C -0.44598 -1.57450 0.22884
C -0.05724 0.92414 -0.34909
H -1.09029 -2.42752 0.03192
H -0.43960 1.91269 -0.09151
H 0.60957 -1.78364 0.07856
H 1.67159 -0.16872 -0.94622
H 1.76513 2.55100 -0.26337
H -1.98285 -0.14152 -0.39603
H -1.67265 -0.94643 1.75727
*
```

Properties
- Structure (SMILES): O/C=C/[C@H]1CN1
- E_LUMO: 1.082 eV
- ΔE to the lowest compared entry with this formula, charge and spin: 59.0 kcal/mol

Here is one molecule with the formula C4H7NO from the Open Molecules 2025 dataset. Energies are from wB97M-V/def2-TZVPD.

```
! RIJCOSX wB97M-V def2-TZVPD def2/J DEFGRID3
* xyz 0 1
O -0.74613 0.89045 -1.10938
N -0.60505 -0.59885 1.38735
C 0.44269 0.16745 -0.83110
C 0.30381 0.50192 1.70542
C 0.57113 -0.38867 0.55587
C -0.53190 -0.34112 -1.79633
H -1.42412 -0.20912 0.92455
H 1.33556 -1.15834 0.65537
H -1.20083 -1.15181 -1.50939
H -0.33267 -0.24930 -2.86363
H 1.35204 0.62926 -1.22160
H -0.03359 1.51098 1.47510
H 0.86905 0.39716 2.62777
*
```

Properties
- Structure (SMILES): C1N[C@H]1[C@H]1CO1
- E_LUMO: 1.162 eV
- ΔE to the lowest compared entry with this formula, charge and spin: 67.8 kcal/mol

Here is one molecule with the formula C4H7NO from the Open Molecules 2025 dataset. Energies are from wB97M-V/def2-TZVPD.

```
! RIJCOSX wB97M-V def2-TZVPD def2/J DEFGRID3
* xyz 0 1
O -2.76552 1.45956 1.69507
N -1.33161 -0.05933 0.56201
C -2.05235 0.74723 1.09266
C 1.40139 -0.61620 0.43037
C -0.70020 -0.11875 -0.74435
C 0.77125 0.27751 -0.64043
H 1.74064 -1.56304 -0.00401
H -1.26712 0.50895 -1.43486
H -0.75648 -1.15833 -1.08456
H 1.23890 0.15511 -1.62747
H 2.23597 -0.15481 0.95939
H 0.85832 1.34077 -0.38493
H 0.62680 -0.81867 1.18112
*
```

Properties
- Structure (SMILES): CCCN=C=O
- E_LUMO: 0.791 eV
- ΔE to the lowest compared entry with this formula, charge and spin: 15.3 kcal/mol

Here is one molecule with the formula C4H7NO from the Open Molecules 2025 dataset. Energies are from wB97M-V/def2-TZVPD.

```
! RIJCOSX wB97M-V def2-TZVPD def2/J DEFGRID3
* xyz 0 1
O 1.27857 1.77674 1.43978
N 0.01642 0.31499 0.21694
C 1.09949 1.13316 0.42777
C -0.94064 0.16721 1.30377
C -0.02234 -0.79488 -1.94322
C 0.15707 -0.81998 -0.63017
H 0.09892 -1.70292 -2.52598
H 1.78355 1.15588 -0.43941
H -0.47811 -0.26686 2.19853
H -0.30504 0.11778 -2.46016
H 0.41433 -1.74389 -0.10564
H -1.35457 1.14424 1.56429
H -1.74766 -0.48146 0.95350
*
```

Properties
- Structure (SMILES): C=CN(C)C=O
- E_LUMO: 0.950 eV
- ΔE to the lowest compared entry with this formula, charge and spin: 31.4 kcal/mol

Here is one molecule with the formula C4H7NO in a non-equilibrium geometry from the Open Molecules 2025 dataset. Energies are from wB97M-V/def2-TZVPD.

```
! RIJCOSX wB97M-V def2-TZVPD def2/J DEFGRID3
* xyz 0 1
O 0.54905 -0.00159 -1.39335
N -0.07742 -1.80225 0.01077
C 0.47644 -0.81906 0.89215
C -0.70036 1.49163 0.08857
C -0.08253 -1.45929 -1.18212
C 0.52287 0.57072 -0.08369
H -1.54644 1.04473 -0.44403
H 1.49522 -1.16464 1.16262
H 1.45654 1.07392 0.21825
H -0.42933 -2.19700 -1.95805
H -0.60033 2.52210 -0.29056
H -0.94233 1.56066 1.15354
H -0.12138 -0.81992 1.82589
*
```

Properties
- Structure (SMILES): C[C@H]1CN=CO1
- E_LUMO: 1.080 eV
- ΔE to the lowest compared entry with this formula, charge and spin: 53.0 kcal/mol

Here is one molecule with the formula C4H7NO from the Open Molecules 2025 dataset. Energies are from wB97M-V/def2-TZVPD.

```
! RIJCOSX wB97M-V def2-TZVPD def2/J DEFGRID3
* xyz 0 1
O 0.78689 1.21498 0.04056
N 0.34417 -1.53664 -0.60472
C -0.63576 -0.46695 -0.76929
C -0.31070 1.01152 -0.81869
C 0.63513 0.30158 1.11819
C -0.16997 -0.87133 0.57729
H 1.29465 -1.25744 -0.83142
H 0.09178 0.77304 1.94993
H -1.58770 -0.72692 -1.22471
H -0.77309 -1.44576 1.27215
H -1.25413 1.41085 -0.40485
H -0.08871 1.50875 -1.76713
H 1.64308 0.03041 1.45341
*
```

Properties
- Structure (SMILES): C1OC[C@H]2N[C@@H]12
- E_LUMO: 1.070 eV
- ΔE to the lowest compared entry with this formula, charge and spin: 51.8 kcal/mol

Here is one molecule with the formula C4H7NO in a non-equilibrium geometry from the Open Molecules 2025 dataset. Energies are from wB97M-V/def2-TZVPD.

```
! RIJCOSX wB97M-V def2-TZVPD def2/J DEFGRID3
* xyz 0 1
O -0.11402 -1.39708 -0.32242
N -0.27333 1.27960 -0.90493
C -1.16907 0.76470 -0.17419
C 1.08135 -0.72402 0.01771
C 0.97930 0.78088 -0.30734
C -1.20042 -0.69124 0.20486
H 1.04004 1.35548 0.63549
H 1.30445 -0.89338 1.08674
H 1.88101 -1.16970 -0.57088
H -2.09847 -1.07301 -0.29587
H 1.73470 1.14934 -0.97821
H -1.31968 -0.83993 1.28962
H -1.84585 1.45835 0.31943
*
```

Properties
- Structure (SMILES): C1=NCCOC1
- E_LUMO: 0.713 eV
- ΔE to the lowest compared entry with this formula, charge and spin: 74.4 kcal/mol

Here is C4H7NO as an isolated structure in a non-equilibrium geometry from the Open Molecules 2025 dataset. Energies are from wB97M-V/def2-TZVPD.

```
! RIJCOSX wB97M-V def2-TZVPD def2/J DEFGRID3
* xyz 0 1
O -1.08281 -0.94554 -0.31786
N 1.25971 -0.94188 -1.78819
C 0.86617 0.33211 -0.06109
C -0.55501 0.22319 -0.20284
C 0.29041 -1.60334 -1.79099
C -0.47121 0.77429 1.42773
H -1.52010 1.06360 1.51110
H -1.00477 1.08175 -0.73534
H 1.39692 -0.43712 0.48610
H -0.28802 -0.08756 2.06820
H 1.38537 1.26857 -0.24743
H -0.41196 -2.36331 -2.06889
H 0.13530 1.63526 1.71949
*
```

Properties
- E_LUMO: 0.499 eV
- ΔE to the lowest compared entry with this formula, charge and spin: 113.8 kcal/mol

Here is a 2-piece molecular cluster, C4H7NO overall in a non-equilibrium geometry from the Open Molecules 2025 dataset. Energies are from wB97M-V/def2-TZVPD.

```
! RIJCOSX wB97M-V def2-TZVPD def2/J DEFGRID3
* xyz 0 1
O -2.67311 1.18629 -0.98060
N 0.03480 0.10417 -0.56232
C 0.00183 -1.18350 -0.00693
C 0.98907 -1.34407 0.91209
C 1.09620 0.82828 0.08327
C 1.84667 -0.14848 0.83026
H -3.33123 0.61609 -0.70918
H 1.26984 -2.20690 1.54420
H 1.41709 1.87384 -0.15580
H 2.51328 0.07852 1.62568
H -0.63966 0.60826 -1.10268
H -2.76565 1.67448 -0.17489
H -0.92501 -1.77716 -0.15836
*
```

Properties
- Structure (SMILES): c1cc[nH]c1.O
- E_LUMO: 0.597 eV
- ΔE to the lowest compared entry with this formula, charge and spin: 42.1 kcal/mol

Here is one molecule with the formula C4H7NO from the Open Molecules 2025 dataset. Energies are from wB97M-V/def2-TZVPD.

```
! RIJCOSX wB97M-V def2-TZVPD def2/J DEFGRID3
* xyz 0 1
O -2.52177 0.39020 -0.42169
N -0.81883 -0.99542 0.28805
C 0.58046 -0.89065 0.66776
C -0.14211 0.91915 -0.82689
C -1.34355 0.12260 -0.31051
C 1.02059 0.47791 0.07517
H 1.16205 -1.72567 0.26197
H -0.35556 1.98913 -0.79896
H 1.16389 1.20066 0.88423
H 1.97258 0.40165 -0.45797
H -1.44306 -1.63369 0.75769
H 0.03532 0.64221 -1.87359
H 0.68999 -0.89808 1.75475
*
```

Properties
- Structure (SMILES): O=C1CCCN1
- E_LUMO: 0.923 eV
- ΔE to the lowest compared entry with this formula, charge and spin: 1.5 kcal/mol